ORCA calculation (ωB97M-V/def2-TZVPD) on a structure of composition C54H40N2OP2SSeTi at a distorted geometry.

```
102
Properties=species:S:1:pos:R:3:forces:R:3
Ti -0.702295 0.585566 0.618088 0.175 0.337 0.553
O 1.086151 0.321577 0.583663 0.845 -0.051 0.346
S 1.727180 -0.376707 -0.715671 1.196 0.096 -0.403
C 2.938084 0.825825 -1.143327 -0.333 -0.361 -0.036
C 4.265714 0.712866 -0.744444 -0.007 -0.036 0.090
C 5.251169 1.594335 -1.182342 0.074 0.055 -0.026
C 4.888169 2.599610 -2.054497 -0.163 -0.122 0.087
C 5.695272 3.654208 -2.737852 0.213 0.093 -0.025
C 4.667387 4.518381 -3.504818 0.134 0.116 -0.080
C 3.341301 3.892991 -3.208218 -0.172 -0.106 0.089
C 2.060366 4.248759 -3.567211 0.146 0.129 -0.090
C 1.003196 3.491055 -3.067673 -0.013 -0.137 0.070
C 1.173712 2.364197 -2.259216 -0.106 -0.300 0.121
P -0.387969 1.730788 -1.582372 -0.224 1.150 -0.521
C -1.540414 1.524454 -2.952708 0.073 -0.073 0.180
C -1.045142 1.183910 -4.214242 0.072 -0.004 0.098
C -1.922583 1.003072 -5.271109 -0.008 -0.027 -0.018
C -3.288668 1.160976 -5.075000 0.042 -0.019 -0.026
C -3.784981 1.481704 -3.815945 -0.070 0.010 0.037
C -2.919836 1.654399 -2.748921 0.082 -0.031 -0.059
C -1.013049 3.087293 -0.515738 0.146 -0.421 0.044
C -1.866935 4.106906 -0.927390 -0.171 -0.013 0.018
C -2.252751 5.093117 -0.030349 0.003 -0.031 -0.079
C -1.809088 5.067996 1.289720 0.066 -0.058 0.035
C -0.956270 4.063845 1.716157 0.049 0.083 0.170
C -0.556957 3.071036 0.823459 -0.146 -0.181 -0.229
C 2.485575 1.931477 -1.925635 -0.005 0.211 -0.113
C 3.525568 2.763282 -2.387577 -0.020 -0.070 0.025
C 2.616412 -1.804815 -0.132796 -0.117 0.068 -0.143
C 3.620432 -2.205809 -1.008283 -0.109 0.171 -0.022
C 4.454256 -3.293080 -0.755951 0.068 -0.195 0.074
C 4.269088 -3.983371 0.418332 -0.115 0.196 -0.083
C 5.008918 -5.145363 0.998479 0.172 -0.165 -0.012
C 4.263599 -5.479148 2.309169 0.131 -0.159 0.087
C 3.120890 -4.516395 2.359175 -0.216 0.153 0.014
C 2.068851 -4.411267 3.236679 0.183 -0.172 0.059
C 1.089898 -3.457232 2.968258 -0.079 0.110 -0.110
C 1.164809 -2.540079 1.918440 -0.158 0.238 -0.282
P -0.356307 -1.585142 1.772042 -0.457 -0.532 1.041
C -0.508570 -0.455749 3.200757 -0.175 -0.045 -0.492
C -1.368482 0.639140 2.982090 0.207 -0.160 -0.185
C -1.570540 1.612617 3.954014 -0.138 0.148 0.075
C -0.895644 1.505224 5.158637 -0.072 0.044 -0.119
C -0.035487 0.433367 5.383862 0.026 -0.073 -0.022
C 0.170265 -0.536358 4.410525 0.189 0.072 0.025
C -1.724302 -2.759933 1.813303 0.111 0.148 -0.095
C -1.614735 -3.892251 0.997959 0.007 0.063 0.067
C -2.641975 -4.820519 0.974796 0.015 -0.003 -0.015
C -3.772808 -4.619946 1.758978 -0.016 -0.028 -0.011
C -3.885828 -3.489086 2.557409 -0.060 0.056 0.055
C -2.866225 -2.549328 2.586539 0.068 0.034 -0.058
C 2.272499 -2.581400 1.013864 0.015 -0.091 0.125
C 3.190527 -3.631782 1.260599 -0.009 0.101 -0.068
H 4.554438 -0.089180 -0.080577 0.014 -0.037 -0.018
H 6.270964 1.463692 -0.846630 0.005 0.010 -0.022
H 6.435688 3.201926 -3.401984 -0.043 -0.028 -0.007
H 6.272186 4.237806 -2.017233 -0.045 -0.017 0.030
H 4.860793 4.530871 -4.579255 -0.024 -0.019 0.007
H 4.691111 5.561137 -3.183426 -0.034 -0.010 0.006
H 1.863975 5.109816 -4.192484 -0.027 -0.016 0.003
H -0.005608 3.802797 -3.312691 0.008 0.038 -0.032
H 0.021101 1.069334 -4.367987 -0.019 0.026 -0.055
H -1.538642 0.746817 -6.249326 -0.011 0.014 -0.005
H -3.967957 1.041691 -5.908675 -0.009 -0.012 0.011
H -4.849530 1.615918 -3.672972 0.005 -0.007 -0.006
H -3.311114 1.916283 -1.773984 -0.048 0.045 -0.024
H -2.215768 4.144967 -1.951153 -0.024 -0.010 0.007
H -2.895235 5.896714 -0.367158 0.007 0.003 0.008
H -2.108745 5.848495 1.976472 0.004 0.008 -0.007
H -0.561742 4.080267 2.723774 -0.003 -0.027 -0.008
H 0.273225 2.413344 1.133279 0.155 0.379 0.032
H 3.779684 -1.641972 -1.919433 0.052 -0.008 0.004
H 5.224937 -3.560655 -1.466057 -0.003 0.019 -0.003
H 6.058350 -4.897550 1.169138 -0.026 0.048 0.007
H 5.017305 -5.987676 0.303649 -0.051 0.021 -0.009
H 4.904792 -5.359119 3.185337 -0.022 0.037 -0.006
H 3.915128 -6.512652 2.337950 -0.041 0.023 -0.019
H 1.966031 -5.075516 4.084545 -0.033 0.009 -0.006
H 0.203664 -3.453483 3.594154 0.025 -0.021 0.038
H -2.025667 0.644142 2.092213 -0.658 -0.040 0.519
H -2.267682 2.423750 3.789544 0.005 -0.010 -0.022
H -1.048192 2.250986 5.927460 0.000 -0.020 0.019
H 0.472257 0.347819 6.336037 0.009 -0.003 -0.010
H 0.849090 -1.354282 4.607383 0.033 -0.004 -0.030
H -0.714469 -4.058099 0.415512 -0.025 -0.067 0.001
H -2.553957 -5.707764 0.361921 -0.010 0.000 0.011
H -4.561570 -5.360918 1.762788 -0.004 0.015 -0.016
H -4.761533 -3.347272 3.177310 0.009 -0.025 0.002
H -2.945932 -1.680507 3.229133 -0.040 -0.043 0.036
Se -1.739599 -1.456313 -1.539581 0.247 -0.165 -0.335
N -2.268801 -0.260515 -0.266208 -0.342 -0.034 -0.270
C -3.617795 -0.319699 -0.178043 0.115 -0.238 -0.075
C -4.448812 0.419139 0.676989 -0.158 0.143 0.128
C -5.801019 0.180721 0.633832 0.314 0.136 0.092
C -6.385901 -0.750799 -0.266243 -0.065 -0.276 -0.258
C -5.618056 -1.472580 -1.126113 -0.276 0.049 0.043
C -4.210439 -1.284149 -1.089566 0.462 0.083 0.069
N -3.354948 -1.949266 -1.847877 -0.718 -0.207 -0.053
H -4.046609 1.171736 1.343983 -0.020 -0.012 0.034
H -6.448746 0.726170 1.308798 -0.019 0.029 -0.043
H -7.460244 -0.877738 -0.267597 0.006 0.014 0.027
H -6.031898 -2.177824 -1.834670 -0.024 -0.011 0.040
```
Forces are in eV/Å.

Summary:
HOMO level ... -17.63 eV
ΔE to the lowest compared entry with this formula, charge and spin ... 58.9 kJ/mol
Charge ... +4
Calculated total energy ... -179512.366 eV
Frontier orbital gap ... 5.33 eV
Maximum force ... 0.025 Eh/bohr
E_LUMO ... -12.30 eV